Entry 1:
A single C11H13N5OS molecule at a distorted geometry, computed with ωB97M-V/def2-TZVPD.

```
31
Properties=species:S:1:pos:R:3:forces:R:3
O -3.2601 1.9475 -2.0310 -0.75 -0.18 0.14
N 0.4106 0.6961 -1.2427 -0.36 -0.40 -0.57
S 4.2599 0.4864 0.8841 -1.40 -1.63 0.48
C -2.1710 1.4400 -1.7884 -3.20 0.23 1.49
C 0.1264 1.4327 -2.3045 0.57 -1.64 2.73
C 3.9980 -1.2262 1.3604 -0.16 0.66 -0.33
C 2.5350 0.7830 1.0494 0.07 -0.65 0.36
C 2.6871 -1.4836 1.6216 -0.29 0.12 -0.26
C -1.9160 0.5498 -0.6554 2.30 0.02 -0.48
C 1.8336 -0.3365 1.4494 0.87 1.45 0.27
C -0.6169 0.2135 -0.4315 0.32 0.84 -1.98
N 1.2027 1.8498 -3.0369 0.13 0.24 -0.53
N -1.1535 1.8068 -2.5907 2.87 -0.14 -0.35
N -2.5320 -2.2614 0.8308 0.56 -1.69 1.71
N -2.6940 -0.1277 0.2382 -2.52 2.45 0.07
C 0.3739 -0.2383 1.8149 0.19 0.48 -0.70
C -1.9684 -0.9756 1.1606 -0.51 0.02 -2.03
C -0.5216 -0.7961 0.6887 0.80 1.13 0.68
H 4.7691 -1.9959 1.3774 0.05 0.63 -0.05
H 2.0690 1.7680 0.8895 0.61 -0.60 0.04
H 2.2960 -2.4798 1.8856 0.36 0.59 -0.07
H 1.0660 1.9653 -4.0359 0.21 -0.12 0.30
H 2.0283 1.3235 -2.7344 -0.45 0.41 -0.45
H -1.2898 2.6021 -3.1916 -0.50 -0.05 -0.19
H -2.6037 -2.2921 -0.1837 -0.37 -0.18 0.45
H -3.4335 -2.3993 1.2998 0.46 0.01 -0.62
H -3.6749 0.0853 0.3831 0.44 0.02 -0.08
H 0.0881 0.8299 1.9765 0.28 -0.73 -0.03
H 0.2167 -0.7554 2.7492 -0.23 -0.35 0.32
H -2.0198 -0.6866 2.2128 -0.54 -0.30 -0.03
H -0.1053 -1.7251 0.3546 0.17 -0.66 -0.31
```
Positions in Å, forces in eV/Å.

## Properties
Gap between HOMO and LUMO ... 7.67 eV
Charge ... 0
SMILES ... Nc1nc2c(c(=O)[nH]1)N[C@@H](N)[C@@H]2Cc1ccsc1

Entry 2:
A molecular structure, C11H13NO2 at a distorted geometry, computed with ωB97M-V/def2-TZVPD.

```
27
Properties=species:S:1:pos:R:3:forces:R:3
C -1.2575 2.5696 -0.3486 1.82 2.06 2.41
C -2.1461 1.4148 0.1826 -2.07 1.81 -2.43
C -2.0867 -1.1116 -0.1972 0.08 -0.65 -2.20
C -1.4946 -1.1485 1.2121 -0.65 -2.70 0.69
C -0.1846 -0.9952 1.6152 -4.58 -0.87 -1.31
C 0.9225 -0.7444 0.7477 4.03 2.37 -0.77
C 1.2270 -1.3125 -0.5679 2.24 1.87 0.69
C 2.5103 -1.0561 -1.3153 -1.48 2.58 2.70
C 3.3000 0.0108 -0.6969 0.31 -3.26 -1.20
C 2.9464 0.5954 0.5079 -0.16 3.51 2.66
C 1.8294 0.3120 1.3010 -0.72 -3.01 -2.65
H -0.0950 1.0257 -0.6038 0.71 1.29 -0.13
H -1.6965 3.2889 -1.2886 1.34 -2.31 2.65
H -1.1067 3.2934 0.7796 -0.65 -1.59 -3.84
H -2.0002 1.2366 1.2063 0.42 -0.32 1.16
H -3.2043 1.7493 0.0126 0.64 0.04 0.68
H -2.1402 0.3969 -1.6770 -0.15 -0.65 2.54
H -2.3041 -1.6253 1.8832 1.58 1.21 -0.40
H -0.1071 -1.0173 2.6865 0.73 -0.11 0.28
H 0.4132 -1.8061 -1.0117 -0.63 -1.31 -0.59
H 2.8608 -1.4040 -2.3418 -1.06 0.05 1.72
H 4.3441 0.0835 -1.0843 -1.09 0.72 0.16
H 3.4312 1.5776 0.9638 -0.04 -2.34 -1.48
H 1.6041 0.8266 2.2522 0.20 -0.39 -0.76
N -2.0223 0.2274 -0.6107 0.12 -1.48 -3.49
O 0.1071 2.0056 -0.5649 -2.74 -0.09 -0.25
O -2.5120 -2.0585 -0.9534 1.80 3.54 3.19
```
Positions in Å, forces in eV/Å.

## Properties
Gap between HOMO and LUMO ... 8.76 eV
Charge ... 0

Entry 3:
A single C11H13NO2S molecule, computed with ωB97M-V/def2-TZVPD.

```
28
Properties=species:S:1:pos:R:3:forces:R:3
C -3.6581 0.2662 -0.0719 -0.08 0.05 0.01
C -2.7948 0.3397 -1.1526 -0.02 0.04 0.02
C -3.4003 -0.6204 0.9629 -0.06 0.00 -0.06
C -1.6716 -0.4679 -1.2097 -0.01 0.00 0.03
C -2.2787 -1.4260 0.9217 0.11 -0.04 -0.08
C -1.4192 -1.3467 -0.1676 0.32 -0.08 -0.17
C 1.8523 -0.7122 -1.0153 0.16 0.60 0.31
C 1.7374 0.0001 0.3248 0.00 0.17 -0.16
C 2.7519 -0.6351 1.2421 0.16 0.31 -0.40
C 0.9189 2.1460 -0.7228 0.15 -0.05 0.16
C 2.0099 1.4940 0.1209 -0.18 -0.07 -0.12
N 2.3672 -1.3851 2.1662 -0.40 -0.44 0.68
O 2.6403 -0.4225 -1.8664 0.07 0.01 0.04
O 1.0022 -1.7297 -1.2724 -0.55 -0.66 -0.51
S -0.0169 -2.4251 -0.1521 -0.08 -0.09 0.18
H -4.5317 0.8994 -0.0337 -0.07 0.05 0.00
H -2.9946 1.0282 -1.9602 -0.02 0.06 -0.06
H -4.0698 -0.6777 1.8074 -0.06 -0.01 0.09
H -0.9986 -0.4132 -2.0505 0.07 -0.02 -0.10
H -2.0555 -2.1126 1.7233 0.00 -0.05 0.19
H 0.7437 -0.1556 0.7510 0.17 0.02 0.01
H 3.7901 -0.3796 0.9951 0.06 -0.14 0.16
H 0.9274 1.7422 -1.7328 -0.04 0.00 -0.12
H 1.0841 3.2174 -0.7824 -0.03 0.14 -0.08
H -0.0653 1.9723 -0.2894 -0.08 0.02 0.02
H 2.0611 1.9799 1.0971 0.06 -0.05 0.03
H 2.9718 1.6133 -0.3799 0.06 0.01 0.11
H 3.0968 -1.7893 2.7473 0.29 0.18 -0.18
```
Positions in Å, forces in eV/Å.

## Properties
Gap between HOMO and LUMO ... 9.30 eV
Charge ... 0
SMILES ... [H]/N=C/[C@@H](CC)C(=O)OSc1ccccc1

Entry 4:
A molecular structure, C11H14BCeN7Se at a distorted geometry, computed with ωB97M-V/def2-TZVPD.

```
35
Properties=species:S:1:pos:R:3:forces:R:3
H 1.0442 3.3414 1.3967 0.05 0.08 -0.14
N 0.6520 1.7474 0.0352 0.08 0.44 -0.53
B 0.2381 0.3631 -2.0859 -0.51 0.00 0.18
N 0.6063 1.6906 -1.3598 0.32 0.03 1.10
C 0.9046 2.8952 -1.8718 -0.08 -0.58 1.00
Ce 0.3719 -0.0546 1.6241 -1.84 -0.12 -1.89
H 0.9437 3.0221 -2.9443 -0.04 0.12 0.12
C 1.1396 3.7790 -0.8169 -0.03 -0.12 0.51
H 1.4058 4.8191 -0.8959 -0.04 -0.01 0.02
C 0.9684 3.0377 0.3596 -0.06 -0.49 -1.37
H 0.2837 0.4885 -3.2781 0.06 -0.01 0.24
C -0.7712 -1.9083 2.5962 0.65 -0.31 -0.66
H -0.7454 -2.0256 3.6764 0.02 0.23 0.06
H -0.0956 -2.6671 2.1558 -0.02 0.11 -0.07
H -1.7693 -2.1094 2.1974 0.04 0.30 -0.01
N -1.1982 -0.0256 -1.6240 0.33 0.05 1.35
N 1.2163 -0.7490 -1.6054 0.45 -0.22 1.30
N -1.4515 -0.1945 -0.2644 0.33 -0.22 -0.08
N 1.3638 -1.0236 -0.2449 0.33 -0.55 -0.90
C -2.3216 -0.2226 -2.3241 0.16 -0.08 0.77
C 2.0263 -1.5514 -2.3068 -0.39 0.35 0.74
H -2.3001 -0.1257 -3.3954 -0.13 -0.02 -0.07
H 2.0593 -1.4477 -3.3832 0.07 -0.18 0.12
C -3.3413 -0.5435 -1.4382 0.13 -0.04 0.47
C 2.7057 -2.3900 -1.4265 0.10 -0.18 0.78
C -2.7583 -0.5287 -0.1623 0.58 0.30 -1.06
C 2.2667 -2.0513 -0.1379 -0.48 0.82 -1.72
H -4.3617 -0.7624 -1.6768 -0.18 -0.04 -0.06
H 3.4305 -3.1442 -1.6821 -0.04 0.00 0.00
H -3.1929 -0.7389 0.8045 -0.09 0.04 -0.13
H 2.5234 -2.4576 0.8298 0.13 -0.11 -0.06
H -1.7245 0.7014 3.9759 0.64 0.10 0.10
Se 0.6447 -0.1092 6.4283 -0.33 0.25 -1.46
C -0.0722 0.3002 4.9369 -0.49 0.26 1.24
N -0.6912 0.6452 3.9081 0.29 -0.21 0.12
```
Positions in Å, forces in eV/Å.

## Properties
Gap between HOMO and LUMO (spin up / spin down) ... 6.35 / 6.34 eV
Charge ... +2

Entry 5:
A single C11H14BN molecule at a distorted geometry, computed with ωB97M-V/def2-TZVPD.

```
27
Properties=species:S:1:pos:R:3:forces:R:3
B 1.0100 -0.4153 -0.2180 -1.29 0.41 -1.24
C -4.1470 0.0661 0.1162 2.00 0.36 0.50
C -3.6435 1.3280 0.0891 1.78 2.78 -0.32
C -3.2333 -0.9731 0.1704 -1.59 0.89 -0.72
C -2.2729 1.5921 0.0616 1.60 1.10 0.13
C -1.8787 -0.7725 0.0116 -0.21 0.67 0.98
C -1.3551 0.5439 0.0429 0.74 -1.61 -0.55
C 0.2675 -1.8446 -0.4411 2.06 4.44 1.47
C -1.0208 -1.8818 -0.1309 0.29 -3.20 -1.06
C 3.0308 1.4673 -0.4940 -5.95 -2.44 1.44
C 3.3163 -0.7048 0.8847 1.55 1.16 -4.49
C 2.5406 -0.0324 -0.3450 1.72 -0.99 1.02
N 0.0682 0.6613 -0.0400 -2.44 -0.22 0.24
H -5.1694 -0.0288 0.1722 -2.12 -0.75 0.07
H -4.1582 2.2823 0.0494 -0.97 -0.52 0.08
H -3.7338 -1.9012 0.1908 0.36 -1.50 0.07
H -1.8317 2.6585 0.0505 -1.08 -1.67 0.02
H 0.9017 -2.6475 -0.6100 0.49 -1.90 -0.35
H -1.3965 -2.9286 -0.1921 -0.69 0.98 0.33
H 2.8866 1.8369 0.5331 0.17 0.70 -0.64
H 2.2648 1.8029 -1.2229 1.13 0.98 0.29
H 3.9857 1.4033 -0.7710 3.72 0.50 -1.33
H 4.4061 -0.8104 0.5273 -1.61 -0.02 1.28
H 3.1320 -0.1162 1.6852 0.17 1.86 2.90
H 2.7881 -1.5683 1.0086 -0.53 -2.98 0.68
H 3.0297 -0.6618 -1.0961 -0.62 0.35 -0.81
H 0.2129 1.6446 -0.0324 1.32 0.64 0.05
```
Positions in Å, forces in eV/Å.

## Properties
Gap between HOMO and LUMO ... 9.22 eV
Charge ... 0
SMILES ... CC(C)B1C=Cc2ccccc2N1

Entry 6:
A molecular structure, C11H14BN7SeSr at a distorted geometry, computed with ωB97M-V/def2-TZVPD.

```
35
Properties=species:S:1:pos:R:3:forces:R:3
H 2.0988 0.0587 3.2173 -0.55 -0.81 -0.20
N 0.7754 -0.5703 1.6867 -0.29 -2.67 1.58
B -0.9261 -1.7575 0.1362 -0.36 -0.46 -0.05
N -0.0256 -1.6951 1.4661 0.99 1.16 0.43
C 0.1475 -2.5685 2.4940 0.59 0.98 0.13
Sr 0.5543 1.3011 0.3306 0.71 1.70 -0.63
H -0.4028 -3.5189 2.4716 0.44 0.59 0.21
C 1.0723 -1.9967 3.4212 -0.77 0.13 -1.28
H 1.4426 -2.4067 4.3453 -0.12 -0.13 -0.06
C 1.4189 -0.7404 2.8578 -0.73 -0.84 -0.56
H -1.5264 -2.8255 0.1359 0.29 0.47 -0.01
C 0.5097 2.8781 -1.6773 0.32 -0.38 0.50
H 1.1307 3.7405 -1.4554 -0.23 0.21 -0.53
H -0.5686 2.9711 -1.4387 0.53 0.05 -0.86
H 0.8983 2.1466 -2.4057 -0.68 0.71 -0.06
N -0.0054 -1.6682 -1.1478 0.85 0.83 -0.06
N -2.0338 -0.5827 0.1266 0.35 1.62 0.21
N 0.8031 -0.5466 -1.3367 -0.40 -1.49 -0.92
N -1.6066 0.7398 0.1411 -2.65 -1.24 -0.12
C 0.1949 -2.5534 -2.1621 0.62 0.87 -0.21
C -3.3891 -0.5856 0.1359 0.26 0.93 0.01
H -0.3482 -3.5052 -2.1574 0.35 0.55 -0.13
H -3.8976 -1.5558 0.1332 0.02 0.69 -0.02
C 1.1448 -1.9966 -3.0615 -0.93 0.11 1.41
C -3.8472 0.7675 0.1519 1.10 -0.93 -0.01
C 1.4689 -0.7379 -2.4892 -0.42 -0.50 0.42
C -2.6721 1.5571 0.1512 0.14 -1.25 0.01
H 1.5345 -2.4251 -3.9706 -0.10 -0.01 0.09
H -4.8483 1.1442 0.1580 -0.31 -0.16 -0.01
H 2.1604 0.0397 -2.8590 -0.57 -0.61 0.29
H -2.4884 2.6579 0.1567 -0.47 -1.17 -0.06
H 2.7532 2.0049 0.2399 1.14 0.02 -0.93
Se 3.3628 5.4783 0.7540 0.20 2.08 -0.03
C 2.6828 3.9724 0.6843 0.57 -3.64 0.12
N 2.4321 2.7789 0.7658 0.10 2.57 1.34
```
Positions in Å, forces in eV/Å.

## Properties
Gap between HOMO and LUMO ... 5.10 eV
Charge ... 0